Entry 1:
DFT (ωB97M-V with the def2-TZVPD basis set) results for a single C26H19N3O2 molecule.

```
! RIJCOSX wB97M-V def2-TZVPD def2/J DEFGRID3
* xyz 0 1
N -0.7282 2.2479 1.0924
C -0.1197 1.2201 1.5383
N 0.2756 1.2626 2.8841
C 0.9177 0.2283 3.4490
N 1.2440 -0.8628 2.8569
C 0.9045 -0.9733 1.5389
C 0.2314 -0.0098 0.8558
C -0.1896 -0.2126 -0.5807
C 0.5315 -1.4020 -1.1772
C 1.1991 -2.2865 -0.3624
C 1.8315 -3.4353 -0.8779
C 1.7957 -3.6914 -2.2138
C 1.1332 -2.8110 -3.0953
C 1.0939 -3.0637 -4.4810
C 0.4459 -2.2147 -5.3332
C -0.1912 -1.0747 -4.8256
C -0.1707 -0.8023 -3.4857
C 0.4902 -1.6545 -2.5748
H -0.6748 0.0781 -3.1240
H -0.7037 -0.4074 -5.5030
H 0.4195 -2.4147 -6.3940
H 1.5899 -3.9475 -4.8562
H 2.2752 -4.5710 -2.6168
H 2.3338 -4.0863 -0.1802
O 1.3210 -2.1334 0.9948
C -1.6906 -0.4453 -0.6207
C -2.5543 0.4545 -1.2292
C -3.9192 0.2272 -1.2324
C -4.4362 -0.9044 -0.6272
C -3.5814 -1.8071 -0.0176
C -2.2183 -1.5777 -0.0130
H -1.5571 -2.2852 0.4670
H -3.9777 -2.6924 0.4578
H -5.5014 -1.0819 -0.6294
H -4.5789 0.9376 -1.7085
H -2.1671 1.3443 -1.7084
H 0.0538 0.6926 -1.1531
H 1.1795 0.3305 4.4939
C 0.0264 2.4773 3.6265
C 1.2223 3.3786 3.5996
C 2.5272 3.1461 3.2815
C 3.1969 4.3859 3.4403
C 2.2496 5.2716 3.8438
O 1.0502 4.6706 3.9423
H 2.2957 6.3146 4.0850
H 4.2366 4.5796 3.2750
H 2.9618 2.2178 2.9709
H -0.8139 2.9838 3.1416
H -0.2400 2.2233 4.6585
H -1.0200 2.1761 0.1273
*
```

Its lowest unoccupied orbital energy is 0.39 eV. As for the SMILES: [H]/N=c1\c2c(ncn1Cc1ccco1)Oc1ccc3ccccc3c1[C@H]2c1ccccc1. The calculation puts the electronic energy at -35835.894 eV. The value obtained for the energy above the lowest of the compared OMol25 structures with the same formula, charge and spin is 0.00 kJ/mol. The calculation puts the HOMO-LUMO gap at 0.3154 Eh. The value obtained for the HOMO energy is -8.1962 eV.

---

Entry 2:
DFT (ωB97M-V with the def2-TZVPD basis set) results for 5 unconnected molecules or ions with the total composition C37H80Cl2FNO6S2.

```
! RIJCOSX wB97M-V def2-TZVPD def2/J DEFGRID3
* xyz 0 1
C -1.6051 3.8039 -6.1393
C -2.1682 2.4642 -6.6067
C -1.1685 1.5869 -7.3550
C 0.0760 1.2625 -6.5489
O -0.3076 0.5121 -5.4035
C 0.7088 -0.2487 -4.8073
C 1.0663 0.1466 -3.3801
C 1.5943 1.5746 -3.3127
N 1.9480 1.9216 -1.9396
C 2.9744 2.9640 -1.8832
C 0.0512 -0.2461 -2.2894
C -1.3570 0.3721 -2.2285
Cl -1.5187 1.9568 -3.0338
C -1.8226 0.5555 -0.7700
C -1.9056 -0.7243 0.0340
Cl -0.8312 1.7614 0.0929
S -0.0794 -2.0627 -2.3669
O -1.4458 -2.4602 -2.4577
O 0.7309 -2.6292 -1.3392
O 0.6810 -2.4752 -3.7401
C 0.3823 -1.7611 -4.9157
S -1.2519 -2.1734 -5.6350
O -1.1636 -1.8711 -7.0218
O -1.5932 -3.4855 -5.2166
F -2.2549 -1.1886 -4.9779
H -1.1485 4.3492 -6.9653
H -2.3952 4.4224 -5.7147
H -0.8719 3.6678 -5.3437
H -3.0491 2.6360 -7.2253
H -2.5150 1.9085 -5.7331
H -1.6577 0.6309 -7.5523
H -0.8905 2.0070 -8.3217
H 0.7606 0.6878 -7.1766
H 0.5586 2.1935 -6.2386
H 1.6334 -0.0817 -5.3679
H 1.9369 -0.4763 -3.1541
H 0.9256 2.2952 -3.7879
H 2.5212 1.5893 -3.8921
H 1.1291 2.3121 -1.4839
H 2.6021 3.9434 -2.2068
H 3.8146 2.7057 -2.5243
H 3.3456 3.0740 -0.8666
H 0.5524 -0.0925 -1.3340
H -2.1079 -0.2715 -2.6757
H -2.8231 0.9786 -0.8316
H -2.5509 -1.4432 -0.4634
H -0.9313 -1.1583 0.2493
H -2.3638 -0.4916 0.9959
H 1.0339 -2.1687 -5.6865
C -1.2053 -4.1951 6.3887
C -0.2701 -3.0137 6.1472
C -0.9874 -1.7641 5.6410
C -1.6905 -1.9241 4.2922
C -0.7787 -2.3387 3.1396
C 0.3059 -1.3032 2.8620
H -1.7006 -4.5126 5.4700
H -0.6548 -5.0532 6.7763
H -1.9772 -3.9366 7.1167
H 0.5168 -3.3069 5.4471
H 0.2348 -2.7657 7.0845
H -0.2718 -0.9389 5.5829
H -1.7342 -1.4599 6.3821
H -2.1647 -0.9697 4.0354
H -2.5062 -2.6465 4.3871
H -1.3895 -2.4684 2.2425
H -0.3236 -3.3128 3.3361
H -0.1422 -0.3333 2.6295
H 0.9247 -1.5987 2.0124
H 0.9669 -1.1744 3.7204
C 3.1127 3.0355 6.3955
C 2.8920 4.1169 5.3416
C 1.4294 4.2754 4.9303
C 0.8056 3.0355 4.2881
C 1.5260 2.5231 3.0421
C 1.5421 3.5239 1.8899
H 2.8177 2.0503 6.0313
H 4.1646 2.9780 6.6785
H 2.5351 3.2490 7.2973
H 3.5095 3.9044 4.4646
H 3.2457 5.0729 5.7365
H 1.3432 5.1242 4.2458
H 0.8394 4.5420 5.8130
H -0.2327 3.2652 4.0266
H 0.7555 2.2280 5.0243
H 1.0237 1.6119 2.7068
H 2.5506 2.2305 3.2881
H 0.5238 3.7972 1.6036
H 2.0315 3.0904 1.0154
H 2.0778 4.4396 2.1450
C -2.3412 1.7568 5.9865
C -3.7420 1.2649 6.3360
C -4.7547 1.4746 5.2116
C -4.9888 2.9349 4.8208
C -5.4531 3.8385 5.9618
C -6.7952 3.4243 6.5583
H -2.3227 2.8312 5.7962
H -1.6461 1.5564 6.8035
H -1.9663 1.2475 5.0952
H -4.0851 1.7535 7.2519
H -3.6950 0.1958 6.5621
H -5.7048 1.0163 5.4998
H -4.4164 0.9288 4.3244
H -5.7348 2.9636 4.0202
H -4.0727 3.3496 4.3908
H -5.5357 4.8598 5.5811
H -4.6961 3.8696 6.7501
H -7.5757 3.4236 5.7947
H -7.0994 4.1146 7.3461
H -6.7517 2.4264 6.9971
C 1.9369 -5.6810 -6.4467
C 2.5685 -4.9316 -5.2767
C 3.6812 -3.9712 -5.6947
C 4.8898 -4.6303 -6.3606
C 5.5735 -5.7057 -5.5186
C 6.1474 -5.1780 -4.2068
H 2.6621 -6.3126 -6.9622
H 1.1283 -6.3249 -6.1004
H 1.5169 -4.9842 -7.1761
H 2.9426 -5.6477 -4.5409
H 1.7912 -4.3602 -4.7667
H 4.0113 -3.4087 -4.8156
H 3.2689 -3.2292 -6.3903
H 5.6205 -3.8521 -6.6034
H 4.5877 -5.0659 -7.3168
H 6.3832 -6.1420 -6.1092
H 4.8764 -6.5218 -5.3111
H 6.8765 -4.3864 -4.3926
H 6.6512 -5.9732 -3.6563
H 5.3687 -4.7747 -3.5578
*
```

Its lowest unoccupied orbital energy is 0.35 eV. As for the SMILES: CCCCO[C@H]1[C@@H](CNC)[C@@H]([C@H](Cl)[C@@H](C)Cl)S(=O)(=O)O[C@H]1S(=O)(=O)F.CCCCCC.CCCCCC.CCCCCC.CCCCCC. The calculation puts the electronic energy at -102874.795 eV. The value obtained for the energy above the lowest of the compared OMol25 structures with the same formula, charge and spin is 13.18 kJ/mol. The calculation puts the HOMO-LUMO gap at 0.3607 Eh. The value obtained for the HOMO energy is -9.4689 eV.